1.
{
  "formula": "C30H44Br2ClF16I2N4O7P2",
  "method": "ωB97M-V with the def2-TZVPD basis set",
  "charge": 1,
  "e_lumo_ev": -3.3,
  "energy_ev": -282971.93995,
  "elements": ["I", "I", "Br", "Br", "Cl", "P", "P", "F", "F", "F", "F", "F", "F", "F", "F", "F", "F", "F", "F", "F", "F", "F", "F", "O", "O", "O", "O", "O", "O", "O", "N", "N", "N", "N", "C", "C", "C", "C", "C", "C", "C", "C", "C", "C", "C", "C", "C", "C", "C", "C", "C", "C", "C", "C", "C", "C", "C", "C", "C", "C", "C", "C", "C", "C", "H", "H", "H", "H", "H", "H", "H", "H", "H", "H", "H", "H", "H", "H", "H", "H", "H", "H", "H", "H", "H", "H", "H", "H", "H", "H", "H", "H", "H", "H", "H", "H", "H", "H", "H", "H", "H", "H", "H", "H", "H", "H", "H", "H"],
  "coordinates": [[4.583276, -3.651114, -1.856114], [4.166450, 0.542906, -4.174673], [5.240654, 3.614967, 0.335380], [4.752214, -0.753362, 2.553808], [2.682630, -2.302163, -6.019848], [5.255202, 1.436708, -0.121380], [3.137052, 0.396678, 1.460774], [-3.910430, 3.494711, 3.197204], [-2.325967, -4.598824, 0.703115], [-2.035630, 2.435557, 5.055672], [-3.713499, -3.053066, 2.251212], [-6.417519, -5.274187, 2.694830], [-1.673336, -3.279876, -0.903853], [-5.541400, 1.472962, 4.016155], [-4.258539, -0.468622, 2.583176], [-4.216849, -2.627588, -0.095815], [-2.251284, 4.820899, 3.684588], [-4.443168, -4.012266, 4.064715], [-2.873066, 1.111468, 3.159146], [-5.425846, -0.445185, 5.031005], [-2.470604, 4.114509, 6.351432], [-4.157906, -3.473688, -2.089282], [-4.429945, -5.771384, 1.971676], [-4.906270, -4.734760, -0.455261], [5.961043, 1.409898, -1.612947], [0.872401, 4.610142, -0.042618], [-4.099485, 2.712830, 5.909441], [0.223906, 3.660883, -2.770111], [3.330474, 2.395284, -1.817421], [3.352148, 1.859640, 2.176705], [0.904405, 4.476063, 2.913072], [2.850620, 4.709747, -2.233563], [2.860534, -1.524046, -0.324357], [3.557039, 0.679992, -0.382219], [-3.360537, 4.225724, 4.190707], [2.474616, -1.555812, -3.364653], [0.057533, 2.614640, -3.272556], [-3.980995, -3.765807, -0.778674], [-1.897254, -0.238669, -2.536223], [6.055485, -1.649151, -0.396853], [3.634592, -0.631038, -1.224890], [7.314236, -2.359247, -1.030532], [0.992987, 1.407350, -3.306177], [0.680022, 3.378902, 1.972792], [2.491506, 1.582587, -0.993547], [2.847987, -0.234510, -2.538377], [-5.344881, -4.776937, 2.020955], [-2.551661, -4.266830, -0.582434], [-2.987022, 3.337873, 5.375920], [0.379953, -2.255980, -4.652692], [-4.686338, 0.627464, 4.631859], [3.050263, 3.626718, -2.134210], [0.522724, -0.178821, -1.453067], [1.506236, 3.550110, 0.646907], [-3.640562, 0.109423, 3.645538], [4.941117, -1.466065, -1.468834], [1.725065, -1.450739, -4.711028], [1.632585, 0.731528, -2.091488], [-0.946739, 0.306481, -1.409118], [1.385001, 2.189563, -0.105410], [-4.139971, 1.294166, 5.907214], [-5.823745, -4.455165, 0.594731], [-2.899011, 0.841665, -3.077360], [-4.810996, -3.594070, 2.829099], [-3.876796, 0.370187, -3.227693], [-4.074157, 4.996512, 4.487724], [7.442704, -3.372913, -0.646089], [0.485476, -1.184221, -1.890028], [0.381338, 0.611887, -3.757304], [-5.573084, -2.818356, 2.945580], [0.952685, 2.442893, 2.488110], [0.503414, -3.269075, -5.046113], [2.499051, 3.864688, 0.974458], [-6.239480, -3.450309, 0.518188], [0.901357, 1.483427, 0.580719], [3.451137, -2.091125, 0.270012], [-0.396517, 3.283173, 1.746021], [-2.528294, -1.030223, -2.115731], [-2.985048, 1.707703, -2.414695], [-1.145928, 1.381836, -1.325247], [0.790192, -0.371299, -0.403910], [3.521868, 1.752176, 3.128390], [2.174853, -2.067331, -0.827870], [-2.568695, 1.132608, -4.083261], [0.554895, 2.425503, -0.783914], [6.466015, -0.772265, 0.112487], [8.214376, -1.819196, -0.694983], [0.141451, 5.142369, 2.859381], [-6.661757, -5.124436, 0.403098], [-0.040728, 4.687277, 0.257023], [-0.892331, 2.536309, -3.853262], [-4.847480, 1.046196, 6.697872], [-1.397195, -0.123834, -0.500990], [5.728654, -2.347987, 0.383990], [3.452403, -1.944321, -3.655163], [-3.193044, 0.857162, 6.225685], [-2.995638, -0.640498, 4.112008], [2.005777, -2.329520, -2.743503], [-2.353199, -5.142208, -1.204006], [1.670602, 1.666959, -4.141429], [1.505872, -0.473681, -5.129179], [-0.043825, -2.300194, -3.645007], [-1.355592, -0.651263, -3.391558], [-0.336546, -1.765542, -5.327516], [5.479933, -1.221381, -2.390548], [1.739060, 5.001774, 2.673163], [6.912846, 1.297686, -1.442136], [7.327873, -2.308205, -2.124021]],
  "atomic_forces_ev_per_a": [[-0.26, 0.40, -0.12], [0.09, 0.62, 0.63], [-0.33, -0.23, -0.37], [-0.10, 0.18, -0.38], [0.04, 0.49, 0.30], [1.99, 0.41, -0.17], [-2.25, -0.99, 1.86], [0.08, 0.02, 0.15], [-0.07, 0.06, -0.16], [0.13, 0.42, -0.08], [-0.08, -0.26, 0.24], [-0.07, 0.36, 0.07], [-0.02, 0.15, -0.15], [0.15, -0.10, -0.13], [-0.14, 0.17, 0.17], [0.39, 0.09, -0.39], [0.10, -0.07, 0.16], [-0.07, -0.10, -0.08], [-0.16, -0.24, -0.05], [0.30, -0.25, -0.04], [0.00, 0.20, -0.26], [0.36, 0.00, -0.02], [0.07, 0.17, 0.09], [0.68, 0.38, 0.47], [-0.78, 0.00, 1.01], [0.67, 0.05, -0.40], [0.33, -0.04, -0.85], [1.02, 1.88, 1.59], [0.07, 0.55, 0.09], [0.52, -0.56, -1.05], [-0.43, 0.23, -0.27], [-0.83, 6.09, -1.13], [-0.63, 0.95, -0.36], [1.61, 2.09, -0.31], [-0.26, 0.38, -0.46], [0.72, 0.57, 0.26], [-1.44, -1.44, -1.12], [-1.21, -0.03, -0.06], [-0.56, 0.82, 0.14], [0.79, -1.06, -0.09], [-1.15, -2.21, 0.50], [0.31, 0.92, 0.54], [-0.32, 0.16, -0.94], [0.82, -0.22, 0.33], [-2.71, -0.54, -1.85], [-0.75, -1.23, -1.37], [0.23, -0.50, -0.44], [0.45, -0.34, 0.13], [-0.05, -0.61, 0.97], [0.04, 0.57, -0.50], [-0.34, 0.70, 0.18], [0.82, -5.74, 1.63], [-0.21, 0.33, 1.32], [-1.74, -0.24, 1.73], [0.12, -0.37, -0.43], [1.83, -0.03, -0.19], [-1.29, -1.57, -0.11], [2.18, -1.97, 0.44], [-1.15, -0.64, -0.41], [0.09, 1.85, 0.04], [-0.18, -0.18, 0.75], [-0.77, -0.20, -0.27], [0.48, -0.95, -0.43], [0.04, 0.22, 0.53], [0.08, 0.31, 0.19], [0.06, -0.04, 0.16], [-0.21, 0.05, -0.45], [0.20, 0.40, -0.25], [0.09, 0.17, 0.23], [-0.02, -0.03, -0.09], [-0.01, 0.13, -0.30], [0.12, 0.15, 0.33], [0.05, -0.17, -0.58], [0.22, 0.06, 0.13], [0.73, -0.32, -0.23], [0.03, -0.31, -0.40], [0.28, 0.08, -0.08], [0.48, -0.08, -0.10], [-0.08, -0.12, -0.19], [0.61, -0.10, -0.02], [0.09, 0.05, -0.37], [0.15, 0.10, -0.15], [0.13, -0.21, 0.32], [-0.16, 0.38, 0.33], [0.48, -0.12, -0.11], [-0.68, 0.18, -0.28], [-0.25, -0.10, -0.11], [0.09, -0.04, 0.18], [0.13, -0.14, 0.07], [0.12, -0.05, -0.07], [0.44, -0.72, -0.21], [-0.13, 0.04, -0.13], [0.40, 0.29, 0.00], [-0.17, 0.51, -0.01], [-0.32, -0.20, 0.33], [0.06, 0.02, -0.26], [-0.03, 0.02, 0.07], [-0.06, 0.26, -0.19], [-0.12, 0.08, -0.11], [0.22, 0.02, 0.63], [0.46, 0.06, 0.34], [0.08, 0.02, -0.21], [-0.01, -0.01, 0.27], [0.03, -0.19, 0.27], [-0.55, 0.42, 0.15], [-0.02, -0.13, 0.02], [-0.08, -0.01, -0.25], [-0.09, -0.30, 0.19]],
  "lowdin_charge": [1.0740, 1.1950, 0.5141, 0.4144, 0.5939, 0.6173, 0.6900, 0.0959, 0.1045, 0.1318, 0.0709, 0.1158, 0.0759, 0.1364, 0.0828, 0.1341, 0.0858, 0.0973, 0.0815, 0.1080, 0.1545, 0.1429, 0.1339, 0.0532, -0.3739, -0.0299, 0.0513, 0.0965, -0.1214, -0.4127, 0.0276, 0.2596, -0.0114, -0.3184, -0.2689, -0.3834, -0.2504, -0.5360, -0.2158, -0.4292, -0.4513, -0.1597, -0.0963, -0.2453, -0.3275, -0.4714, -0.4392, -0.2706, -0.5309, -0.1238, -0.4391, -0.3881, -0.1233, -0.3580, -0.2891, -0.5399, -0.7101, -0.2553, -0.1615, -0.0703, -0.0413, -0.0363, -0.0884, -0.2991, 0.0722, 0.1799, 0.0605, 0.0988, 0.1063, 0.1692, 0.0888, 0.0649, 0.0792, 0.1482, 0.1007, 0.0234, 0.1284, 0.0836, 0.0752, 0.0951, 0.0952, 0.0751, 0.0630, 0.0604, 0.1105, 0.0267, 0.0776, 0.0589, 0.1523, 0.0990, 0.1241, 0.1525, 0.1191, 0.0311, -0.0399, 0.1473, 0.1764, 0.0709, 0.1792, 0.0793, 0.0526, 0.0516, 0.0678, 0.0861, 0.0177, 0.0739, 0.0820, 0.0638]
}

2.
{
  "formula": "C30H44Br2N2P2Sn",
  "method": "ωB97M-V with the def2-TZVPD basis set",
  "charge": 2,
  "e_above_lowest_kcal_mol": 42.5,
  "e_lumo_ev": -8.4,
  "energy_ev": -199277.12193,
  "elements": ["Sn", "Br", "Br", "P", "P", "N", "N", "C", "C", "C", "C", "C", "C", "C", "C", "C", "C", "C", "C", "C", "C", "C", "C", "C", "C", "C", "C", "C", "C", "C", "C", "C", "C", "C", "C", "C", "C", "H", "H", "H", "H", "H", "H", "H", "H", "H", "H", "H", "H", "H", "H", "H", "H", "H", "H", "H", "H", "H", "H", "H", "H", "H", "H", "H", "H", "H", "H", "H", "H", "H", "H", "H", "H", "H", "H", "H", "H", "H", "H", "H", "H"],
  "coordinates": [[-1.511575, -3.281761, -1.620068], [6.149356, 2.918892, 0.513295], [0.840899, 0.519146, 2.064985], [-0.754398, 3.087056, 0.512705], [-1.791373, -3.042674, 2.879153], [-0.160188, -2.151648, -7.521907], [3.942625, -0.493911, 1.333680], [0.266054, -4.737396, 2.316396], [4.348260, 0.783709, 1.273512], [4.709012, -1.481729, 0.885453], [-0.046199, -2.364573, -3.283228], [-1.149302, -1.777671, 4.118814], [-0.320996, -3.380259, 1.828830], [-3.674096, 3.260192, -0.207210], [-2.529827, 3.549844, 0.802351], [0.772209, 3.648000, 1.346181], [0.341299, 4.383899, -1.830454], [0.967034, -2.802547, -5.515729], [-0.172272, 1.255013, 0.463949], [0.745624, 5.009621, 2.073397], [5.595226, 1.092629, 0.667600], [-1.264568, -1.870688, -6.838935], [0.621050, 0.006853, -1.521004], [-0.649097, -0.600947, -1.561525], [-0.799747, 3.515539, -1.278735], [-4.095469, -1.399370, 2.866592], [6.004999, -1.246765, 0.339908], [-1.493536, 0.600545, 0.363729], [6.434227, 0.068420, 0.200373], [-0.548530, -2.264710, 5.439606], [0.930516, -2.603499, -6.906099], [-0.180720, -2.505571, -4.746291], [-2.854011, -1.801927, 2.049237], [-0.975246, -1.426355, -2.697922], [-1.669642, -0.339373, -0.617640], [-1.355727, -2.071511, -5.450917], [0.801049, 1.054395, -0.667781], [-3.116698, -2.183683, 1.049825], [-0.477936, -5.548609, 2.212068], [-1.965939, -1.071168, 4.340236], [3.704517, 1.590453, 1.663516], [-2.315430, -1.817239, -4.977318], [1.613479, 3.581460, 0.628787], [0.240428, -3.022204, 5.316093], [-2.168388, -0.953008, 1.941883], [-3.862220, -0.657718, 3.647800], [-1.345611, -2.714984, 6.039168], [-0.699641, -3.400003, 0.790303], [0.072207, 5.454928, -1.763892], [-3.877487, 4.081661, -0.916048], [0.995476, -2.322543, -2.942102], [0.526103, -4.689569, 3.388153], [1.826103, -2.794334, -7.503605], [1.123568, 4.887389, 3.107429], [0.427223, -2.578004, 1.920788], [1.432466, -0.374253, -2.136387], [4.316068, -2.510512, 0.916775], [6.627654, -2.077874, 0.026619], [-4.617177, 3.162781, 0.347298], [-2.407469, 4.646622, 0.871696], [1.742570, 1.608964, -0.634523], [1.895160, -3.138593, -5.031746], [0.458674, 4.169833, -2.901287], [-4.588973, -2.249845, 3.364154], [-4.834414, -0.937410, 2.196875], [-1.628272, -0.916057, -3.402813], [-2.117926, -1.452636, -7.387068], [1.188104, -5.038827, 1.790865], [7.373998, 0.330501, -0.287243], [1.410396, 5.709758, 1.538511], [1.314406, 4.218313, -1.332505], [1.045930, 2.867784, 2.093101], [-3.554082, 2.327281, -0.778018], [-0.151007, -1.416911, 6.023951], [-0.915333, 2.542380, -1.794324], [-2.642002, -0.847269, -0.749788], [-0.260317, 5.461930, 2.193647], [-1.755737, 4.055590, -1.412629], [-2.271670, 0.900407, 1.094973], [-2.826830, 3.182460, 1.803576], [-0.406890, -1.176110, 3.568903]],
  "atomic_forces_ev_per_a": [[0.10, -1.29, -0.38], [-0.25, -0.54, 0.04], [-0.61, 0.42, -0.65], [1.48, -0.72, -1.93], [-0.83, -0.29, 1.92], [0.42, 0.22, -0.61], [-0.56, 0.35, 0.19], [-0.03, -0.14, -0.29], [1.51, -0.38, -0.94], [1.35, 0.30, -0.54], [-0.42, 0.84, -0.26], [0.60, 0.21, -0.21], [0.47, 0.06, 0.42], [-0.13, -0.34, -0.41], [-0.01, 0.08, 1.92], [-0.06, 0.81, 1.48], [0.13, 0.13, -0.31], [-0.44, 0.11, 0.17], [-0.99, 0.69, 0.01], [0.25, 0.51, 0.25], [-0.64, -0.13, 0.44], [0.12, -0.52, 1.06], [1.26, 1.04, 1.51], [-0.79, -1.13, -1.31], [-0.02, 0.20, 0.00], [-0.22, 0.04, -0.10], [-1.09, 0.10, 0.36], [-0.01, -1.45, -0.82], [-0.47, 0.33, 0.14], [-0.25, -0.15, 0.15], [-0.55, -0.09, 0.77], [-0.20, 0.33, -1.52], [0.52, 0.20, -0.29], [1.45, 1.04, 0.28], [-1.34, 2.06, 0.93], [0.83, -0.10, -0.23], [0.14, -1.32, 0.28], [-0.13, 0.16, 0.23], [0.34, 0.41, 0.02], [0.15, -0.43, -0.07], [0.31, -0.60, -0.14], [0.58, -0.22, -0.11], [-0.74, 0.12, -0.08], [-0.20, 0.33, -0.02], [-0.51, -0.01, -0.20], [-0.01, -0.33, -0.32], [0.20, -0.06, 0.01], [0.32, -0.23, 0.08], [0.27, -0.55, 0.17], [0.52, -0.32, 0.29], [-0.31, -0.55, 0.25], [-0.19, 0.14, -0.41], [-0.41, 0.05, 0.05], [-0.07, 0.09, -0.65], [-0.14, -0.17, -0.25], [-0.27, 0.46, -0.21], [0.14, 0.62, 0.19], [-0.10, 0.11, -0.03], [0.41, -0.04, 0.11], [-0.05, -0.28, 0.26], [-0.32, -0.14, -0.07], [-0.47, 0.20, -0.21], [0.10, 0.06, 0.31], [0.27, 0.19, -0.26], [0.10, -0.10, 0.23], [-0.98, -0.64, 0.46], [0.38, -0.30, 0.11], [-0.38, 0.24, 0.05], [-0.20, -0.18, 0.27], [-0.49, -0.08, 0.40], [-0.48, 0.10, -0.35], [-0.67, 0.59, -0.58], [0.08, 0.32, 0.18], [-0.05, -0.36, -0.29], [0.12, 0.48, 0.07], [0.56, 0.46, 0.12], [0.55, -0.26, -0.31], [0.57, -0.36, -0.04], [0.59, -0.52, -0.65], [0.14, 0.38, -0.36], [-0.22, -0.25, 0.22]],
  "lowdin_charge": [1.4553, 0.7283, 0.9207, 1.1038, 0.9681, 0.0668, 0.0087, -0.1631, -0.2172, -0.1407, -0.2857, -0.4286, -0.4562, -0.1108, -0.3011, -0.3535, -0.0988, -0.0089, -0.7377, -0.1033, -0.6501, -0.1199, 0.0100, -0.2674, -0.3041, -0.1426, -0.0387, -0.1654, -0.1047, -0.1449, -0.1074, -0.2369, -0.4791, -0.4281, -0.0975, -0.0251, -0.1025, 0.0416, 0.0726, 0.0642, 0.0731, 0.1051, 0.0913, 0.0644, 0.0186, 0.0659, 0.0733, -0.0709, 0.0951, 0.0922, 0.1104, 0.0677, 0.1203, 0.0909, 0.0519, 0.1397, 0.1085, 0.1101, 0.0936, 0.1051, 0.1240, 0.1200, 0.0894, 0.0803, 0.0701, 0.1361, 0.1202, 0.0724, 0.1134, 0.0881, 0.0657, -0.0021, 0.0735, 0.0773, 0.0960, 0.1040, 0.0753, 0.0789, 0.1227, 0.0996, -0.0313]
}

> What is the formula in the first record?

C30H44Br2ClF16I2N4O7P2